Density functional theory data (wB97M-V/def2-TZVPD) for a structure of composition C52H51Cl3N9OPRuSi at a distorted geometry.

Each line ends with the Mulliken charge.
Geometry (Å):
C (0.403, 4.657, 1.184)  -0.828
C (-0.439, 5.816, -0.737)  -0.830
C (4.988, -2.119, 4.969)  -0.919
C (-3.039, -0.832, 2.613)  -0.343
H (4.027, -4.653, 2.256)  0.488
H (-1.364, -0.348, -5.607)  0.202
C (-3.067, 1.805, 0.254)  0.510
H (3.146, 3.397, -1.281)  0.618
H (6.842, -3.171, 5.105)  0.435
C (-0.887, 3.475, -0.477)  0.902
C (-5.222, 1.486, 1.984)  -0.780
Cl (3.243, -0.942, -2.555)  -0.398
O (0.025, 2.827, -4.625)  -0.448
C (-0.754, -3.826, 0.386)  -0.644
C (-2.794, 2.687, -4.809)  -0.824
H (1.891, 0.303, -3.982)  -0.794
H (-0.531, -1.472, -6.686)  0.540
C (0.260, 5.827, 0.457)  -0.960
H (-4.348, 3.115, -1.323)  0.553
H (-0.015, 2.560, 1.248)  -0.026
H (-1.240, 0.943, 4.628)  0.543
H (-3.950, -1.409, 2.602)  0.634
Cl (2.541, -3.261, -0.628)  -0.303
H (1.153, 2.005, -1.591)  -0.162
C (-3.100, 2.487, 1.464)  -0.772
C (3.814, 1.020, 1.046)  1.263
C (-4.638, 3.304, -3.421)  -0.973
C (-4.175, 2.325, 2.321)  -0.809
H (2.213, -1.576, -5.493)  0.235
H (3.251, -0.008, 4.964)  0.391
C (-2.628, -1.465, 0.255)  0.315
H (2.871, -0.165, -6.328)  0.362
H (5.255, -1.403, 5.733)  0.471
C (5.532, -4.041, 3.649)  -0.736
C (-1.015, 4.649, -1.211)  -1.142
C (1.879, 1.742, -0.826)  -0.002
H (2.450, -1.265, 5.887)  0.417
H (2.015, 2.723, -4.114)  0.213
N (2.546, -0.860, 1.744)  0.965
C (1.652, 0.610, -0.029)  1.785
C (3.733, -2.019, 4.372)  1.520
C (3.964, 2.147, 0.264)  -1.273
H (-6.058, 1.370, 2.655)  0.406
N (2.156, -2.900, 2.702)  0.888
N (-1.094, -0.042, 1.432)  1.624
N (0.553, -2.023, 1.268)  1.745
N (-0.128, 0.802, -3.665)  0.375
C (-1.530, 0.469, 3.706)  -1.968
C (-2.637, 2.407, -2.412)  -0.273
H (1.723, -3.802, 2.552)  0.524
H (-2.300, 3.155, 1.738)  0.502
C (1.064, 0.761, -4.511)  1.503
C (-0.152, 3.486, 0.708)  -0.013
H (-6.013, 0.147, 0.511)  0.407
N (-3.617, -2.583, -1.235)  -0.003
H (-2.830, -6.021, 1.882)  0.422
H (-2.338, 2.607, -5.785)  0.562
Cl (0.711, -3.071, -3.206)  -0.431
C (2.771, -0.983, 4.884)  -0.406
C (-0.450, -0.920, -5.753)  -0.991
H (1.827, -1.292, -7.194)  0.471
H (-2.197, -2.246, -2.805)  0.617
H (-1.285, -2.664, 4.711)  0.562
H (-5.628, 3.716, -3.306)  0.480
H (-4.127, 0.450, -1.037)  0.544
H (-1.554, 4.667, -2.147)  0.449
C (-1.636, -4.875, 0.518)  -0.883
C (2.002, -0.811, -6.235)  -1.489
C (-0.321, -3.085, 1.496)  -0.564
C (3.001, 2.521, -0.669)  -1.208
C (2.631, 0.251, 0.918)  -0.198
H (4.606, 0.561, 3.005)  0.108
P (-1.677, 1.890, -0.936)  2.532
H (0.942, 4.657, 2.120)  0.538
H (-0.121, -1.688, 3.823)  -0.211
C (-5.200, 0.806, 0.777)  -0.867
H (4.861, 2.742, 0.356)  0.433
C (1.695, -1.917, 1.874)  -2.051
H (-4.660, 3.407, -5.561)  0.443
C (-0.439, -2.705, 4.029)  -1.489
H (-4.187, 2.852, 3.262)  0.449
C (-2.266, -0.786, 1.440)  0.086
H (-0.353, -1.624, -4.935)  -0.174
H (1.887, -0.892, 4.263)  -0.449
H (-0.547, 6.730, -1.301)  0.453
C (-2.067, 2.318, -3.679)  -0.122
N (-1.855, -1.378, -0.898)  0.938
C (3.410, -2.932, 3.361)  -0.234
C (-2.130, -5.209, 1.770)  -0.963
C (5.882, -3.112, 4.617)  -0.712
H (0.374, -3.221, 4.542)  0.490
H (-2.108, -4.747, 3.845)  0.531
C (-0.682, 1.920, -3.923)  0.107
H (0.699, 6.742, 0.822)  0.446
C (-4.128, 0.959, -0.080)  -0.052
C (-0.822, -3.428, 2.772)  1.713
H (6.216, -4.829, 3.379)  0.435
H (5.301, -0.390, 1.681)  0.328
C (0.772, -0.011, -5.827)  0.328
H (0.565, 0.733, -6.606)  0.273
H (-1.929, -5.440, -0.352)  0.524
C (-0.739, 0.524, 2.587)  -0.706
H (5.751, 1.295, 1.893)  0.518
C (4.924, 0.594, 1.964)  -1.209
N (-2.698, -0.223, 3.707)  -0.650
H (1.645, 2.440, -5.835)  0.460
H (0.223, 1.021, 2.622)  0.286
Si (1.498, -1.805, -1.755)  0.850
C (-2.509, -2.089, -1.791)  -1.227
N (-3.716, -2.210, 0.055)  -0.894
H (3.398, -1.014, 2.278)  -0.691
H (-4.330, -3.162, -1.649)  0.222
C (4.306, -3.945, 3.021)  -0.841
H (-0.358, -3.578, -0.585)  0.123
C (1.314, 2.250, -4.814)  -0.821
C (-4.090, 3.145, -4.683)  -0.899
Ru (-0.052, -0.282, -0.608)  0.998
C (-1.719, -4.484, 2.872)  -1.064
C (-3.916, 2.951, -2.298)  -0.334

Output
HOMO level (spin up / spin down): -0.276 / -0.380 hartree
gap between HOMO and LUMO (spin up / spin down): 5.03 / 4.84 eV
multiplicity: 6
ΔE to the lowest compared entry with this formula, charge and spin: 76.4 kJ/mol
max |F|: 0.0297 hartree/bohr
net charge: +1
DFT total energy: -127523.2508 eV
LUMO energy (spin up / spin down): -2.50 / -5.50 eV

Density functional theory data (wB97M-V/def2-TZVPD) for a cluster of 10 separate species, C50H130N10O15 in total at a distorted geometry.

Each line ends with the Mulliken charge.
Geometry (Å):
H (1.501, -5.119, -5.930)  0.066
H (-4.305, 5.074, 2.894)  0.435
C (-0.779, 0.125, 7.137)  -0.970
C (-2.903, 3.253, 1.830)  -0.343
H (0.586, 2.421, 9.015)  0.240
H (-3.309, 1.626, -2.325)  -0.114
N (6.208, 0.888, -2.302)  -0.679
H (-0.195, -0.699, 7.579)  0.413
C (3.831, 1.351, -2.119)  -0.507
C (-0.675, -6.260, 2.903)  0.150
C (3.249, -3.762, 2.847)  -1.199
H (-4.973, 0.194, -4.556)  0.369
H (-4.274, -1.416, -4.424)  0.455
C (-3.922, -3.049, 0.960)  -0.090
H (2.357, 1.329, 6.691)  0.358
O (-3.829, 7.318, 1.543)  -0.307
H (0.942, 0.289, 2.983)  -0.714
C (1.111, -4.675, -6.846)  0.795
H (10.541, 4.581, 7.343)  0.318
H (-1.073, -1.428, -4.746)  -0.130
N (-5.208, 2.423, -0.614)  -0.610
C (1.643, -4.714, -0.404)  -0.221
C (-5.548, 4.206, -2.283)  -1.497
H (11.929, 3.932, 6.405)  0.292
H (3.730, 0.273, -1.934)  0.107
H (1.134, 1.821, -2.521)  0.547
O (-3.610, -0.393, -6.059)  -0.255
H (-5.840, 6.817, 1.446)  0.584
H (-0.748, -2.364, 0.092)  -0.085
C (-7.731, -1.250, -9.015)  -0.820
H (-8.618, -0.699, -9.347)  0.307
C (-0.197, -1.424, 0.184)  -1.209
O (-0.787, -0.333, -0.511)  0.959
H (-1.330, 2.403, -3.782)  0.283
H (-3.461, 9.304, 1.921)  0.232
N (-1.307, -1.448, 5.321)  -0.756
C (-1.105, -2.073, -5.626)  -0.602
H (5.321, 1.710, -0.577)  -0.099
H (-1.450, 1.920, 5.212)  0.551
H (9.926, 2.397, 7.728)  0.400
O (-3.330, 3.057, -3.776)  -0.380
H (-1.755, 0.076, 7.638)  0.440
C (-4.287, 8.625, 1.713)  -0.809
H (0.663, -4.353, -0.077)  -0.153
H (-1.050, 2.044, 1.734)  -0.489
H (-0.659, -3.705, -7.521)  0.372
C (4.758, -0.420, 2.786)  -0.601
H (-4.845, 6.333, 0.136)  0.218
H (5.187, 0.093, 1.926)  0.209
C (2.898, 1.546, 5.763)  0.018
H (1.597, 0.511, -1.407)  -0.225
H (-2.753, 0.745, 5.220)  0.356
C (-0.213, -1.056, 1.690)  3.142
O (-1.125, -7.271, 2.035)  -0.413
H (5.162, 2.456, 6.533)  0.309
H (-1.167, -0.581, 1.914)  -1.052
H (0.676, 4.154, 0.176)  0.306
H (-1.079, 1.913, 9.208)  0.312
H (-0.627, -2.110, 5.692)  0.342
H (-4.532, -3.751, 0.386)  0.438
H (0.179, 0.112, 5.253)  -0.970
H (-3.533, 2.407, 1.530)  -0.029
C (1.625, -3.669, -2.523)  -0.889
C (-4.578, 5.032, 1.832)  -0.450
H (10.954, 1.591, 6.569)  0.408
C (10.880, 4.233, 6.364)  -0.739
H (-0.885, -1.391, -6.457)  0.320
H (-2.700, 5.107, 1.009)  0.323
N (-3.433, 4.421, 1.151)  -0.216
H (8.943, 0.972, 5.172)  0.337
H (10.765, 5.094, 5.703)  0.260
H (3.106, -4.038, -7.470)  0.404
H (2.248, 1.139, 4.985)  -0.721
H (-6.617, 4.317, -2.092)  0.427
H (3.927, 0.162, 3.186)  0.102
C (-0.243, -4.045, -6.560)  -0.958
H (-4.560, 3.003, -0.065)  -0.056
C (-3.950, -0.760, 1.498)  -0.124
O (4.123, 0.873, 5.638)  -0.019
H (1.228, 4.838, 1.680)  0.414
C (-1.955, 3.259, -4.037)  -0.896
C (9.990, 2.108, 6.677)  -0.713
H (1.440, -5.685, -0.883)  0.692
H (0.879, 1.966, -0.809)  -0.435
C (2.576, -4.944, 0.774)  -1.229
H (-8.068, -1.752, -8.104)  0.253
H (-1.639, 0.139, -2.334)  -0.025
H (0.726, -8.202, 1.994)  0.305
H (-2.951, 3.227, 2.926)  0.544
H (-5.156, 1.785, -8.837)  0.284
H (6.532, 1.252, 4.886)  0.339
H (6.532, 3.471, -1.825)  0.420
H (-2.968, 3.313, -1.805)  0.430
H (-5.779, -0.627, -10.629)  0.373
H (-4.981, 8.713, 2.558)  0.331
C (-1.716, 0.904, 4.909)  -1.375
H (1.875, -6.182, -7.926)  0.271
H (1.985, -4.351, -3.293)  0.458
H (-0.338, -6.669, 3.863)  0.441
C (5.136, 1.360, 6.482)  -0.583
H (-4.138, -4.470, 2.549)  0.471
C (5.235, 1.785, -1.665)  0.942
C (-1.145, -0.692, -1.832)  -0.945
C (-1.823, -5.291, 3.140)  -0.713
H (-5.666, 2.071, -2.603)  0.247
C (-4.066, -0.390, -4.729)  -0.413
C (-6.051, 0.117, -9.875)  -0.691
N (-0.064, -2.257, 2.500)  0.507
O (-0.713, 4.135, 1.674)  -0.528
H (1.722, -2.636, -2.865)  0.198
C (-1.480, 2.984, 1.371)  1.129
H (7.509, 2.617, 6.249)  0.281
H (-1.999, 0.212, -7.945)  0.236
C (3.515, -2.354, 3.346)  0.309
H (-4.671, 0.052, 1.595)  0.288
H (4.103, -2.458, 4.263)  0.539
H (-1.021, -4.764, -6.272)  0.403
O (2.892, 2.087, -1.357)  -0.353
H (1.152, 3.087, 1.442)  0.023
H (3.688, 1.493, -3.194)  0.238
C (1.593, 1.600, -1.548)  0.260
H (0.343, -7.184, 0.597)  -0.092
H (4.169, -4.353, 2.745)  0.499
O (-6.674, -0.383, -8.722)  -0.233
H (-6.731, 0.827, -10.379)  0.406
H (-3.102, -2.843, 0.254)  -0.138
H (0.541, -3.765, -2.401)  0.375
H (-5.041, 4.925, -1.641)  0.222
H (0.730, 0.810, 1.280)  -0.971
C (8.880, 1.153, 6.256)  -0.471
O (2.305, -3.855, -1.302)  -0.427
H (-1.185, -1.540, 4.314)  0.067
N (-2.124, -4.507, 1.952)  -0.294
C (-2.929, 0.782, -7.989)  -0.954
C (0.885, -0.040, 1.944)  -0.063
H (-1.655, 0.840, 3.823)  -0.179
O (-0.150, 1.344, 7.468)  -0.236
H (-4.390, 1.564, -6.475)  0.393
H (-0.700, -3.030, 2.259)  -0.417
C (-4.863, 6.376, 1.230)  -0.716
H (7.116, 1.334, -2.321)  0.262
O (-4.710, -1.924, 1.251)  -0.548
C (-0.821, -0.103, 5.654)  2.155
H (-3.381, -0.715, 2.433)  0.174
N (7.581, 1.673, 6.620)  -0.415
H (6.684, -0.132, 5.934)  0.426
O (10.075, 3.220, 5.779)  -0.312
H (5.604, 3.204, -3.275)  0.370
H (0.195, 0.707, 9.431)  0.350
H (-2.111, -2.477, -5.746)  0.406
H (-7.556, -2.080, -9.706)  0.331
H (2.157, -5.717, 1.420)  0.570
N (0.959, -5.742, -7.849)  -0.788
O (-0.098, -3.058, -5.571)  -0.168
H (-6.104, 2.784, -0.300)  0.280
H (9.052, 0.215, 6.790)  0.351
H (-5.330, 4.431, -3.331)  0.426
H (-4.343, 1.379, -10.369)  0.414
H (-0.228, -0.896, -2.401)  0.190
H (6.305, 0.031, -1.766)  0.239
C (0.627, 4.031, 1.268)  -0.561
C (-3.520, 0.909, -6.594)  0.275
H (-1.796, -1.572, -1.835)  0.336
H (2.970, 2.630, 5.635)  0.404
H (-2.709, -5.771, 3.577)  0.510
N (2.561, -3.719, 1.555)  0.336
H (4.973, 0.969, 7.493)  0.261
H (-2.664, 1.744, -8.427)  0.428
H (-1.409, 2.843, 0.280)  -0.379
H (-3.279, -0.568, 0.657)  -0.059
H (-4.779, 9.035, 0.822)  0.296
H (2.990, -2.977, 1.009)  0.099
H (-3.311, -0.020, -4.025)  -0.175
C (5.542, 3.179, -2.186)  -1.482
H (-4.414, -0.594, -8.339)  0.280
C (-0.093, 1.587, 8.848)  -0.864
H (1.855, -0.464, 1.660)  0.732
H (0.178, -5.678, 2.534)  -0.352
H (2.205, -2.739, -6.701)  0.291
O (4.296, -1.697, 2.367)  -0.462
C (-0.071, -7.903, 1.310)  -0.325
C (6.500, 0.943, 5.943)  -0.702
H (-2.261, -5.126, 1.157)  0.265
H (4.758, 3.881, -1.900)  0.339
C (-4.856, 0.961, -9.499)  -0.487
H (-0.535, -8.718, 0.764)  0.306
H (3.555, -5.229, 0.369)  0.359
C (-3.603, 2.679, -2.434)  -0.154
H (-3.265, -3.078, 3.030)  0.259
H (0.841, -2.681, 2.254)  -0.481
H (-1.616, 4.161, -3.511)  0.375
C (2.108, -3.612, -7.349)  -1.414
H (0.875, -5.343, -8.782)  0.305
H (-1.510, -4.587, 3.922)  0.261
C (-5.055, 2.771, -2.026)  0.397
H (0.841, -1.503, -0.161)  0.132
H (2.640, -4.258, 3.613)  0.306
H (-1.870, 3.583, -5.073)  0.360
H (-2.775, 1.424, -5.961)  -0.139
H (-5.469, 4.405, 1.739)  0.230
H (2.529, -1.901, 3.482)  -0.229
H (5.538, -0.582, 3.535)  0.373
N (-3.852, 0.051, -8.885)  -0.414
H (1.823, -3.211, -8.326)  0.330
C (-3.370, -3.770, 2.187)  -0.780

Output
HOMO level: -0.315 hartree
gap between HOMO and LUMO: 9.23 eV
multiplicity: 1
ΔE to the lowest compared entry with this formula, charge and spin: 0.0 kJ/mol
SMILES string: COC[C@H](C)N.COC[C@H](C)N.COC[C@H](C)N.COC[C@H](C)N.COC[C@H](C)N.COCCNCCOC.COCCNCCOC.COCCNCCOC.COCCNCCOC.COCCNCCOC
max |F|: 0.0479 hartree/bohr
DFT total energy: -99562.3717 eV
LUMO energy: 0.67 eV